Here is a molecular structure, C6H13NO in a non-equilibrium geometry from the OMol25 dataset. Energies are from wB97M-V/def2-TZVPD.

The geometry in XYZ format:
```
21
Properties=species:S:1:pos:R:3:forces:R:3:lowdin_charge:R:1
C 2.856001 -0.324822 -1.355403 -1.05 -0.25 -0.02 -0.348
O 1.909285 -1.152110 -0.778851 0.15 0.37 0.97 -0.412
C 1.313265 0.900807 0.765594 -3.70 0.44 2.74 0.034
C 0.449198 -0.002516 1.492889 -0.81 0.64 -1.82 -0.044
C -0.411527 -0.931211 0.700322 -0.60 0.39 -0.13 -0.196
N -3.612516 0.751131 -0.531819 0.06 0.76 0.20 0.025
C -2.610681 0.274462 0.316223 0.10 -0.44 -0.29 -0.212
C -1.399481 -0.100178 -0.105212 -0.01 -0.12 -0.02 -0.112
H 3.205529 0.460008 -0.628663 0.44 -0.30 -0.50 0.049
H 2.421378 0.224107 -2.218396 0.16 0.25 0.09 0.057
H 3.672307 -0.910096 -1.789363 0.49 0.19 0.22 0.055
H 1.687289 1.692867 1.399517 1.05 -0.41 0.03 0.106
H 1.056427 1.207376 -0.237463 0.37 -0.73 -0.18 0.105
H 0.357030 -0.127903 2.568498 0.97 0.45 0.03 0.140
H 1.575750 -0.290076 0.845304 2.47 -1.16 -1.53 0.148
H -0.911817 -1.722902 1.260335 -0.02 0.45 0.50 0.119
H 0.228460 -1.472401 -0.019573 0.26 0.47 -0.11 0.099
H -3.323590 0.813219 -1.493094 -0.01 -0.13 -0.17 0.077
H -4.503132 0.286009 -0.448371 0.04 0.07 0.15 0.080
H -2.882782 0.257561 1.370195 -0.13 -0.53 -0.14 0.116
H -1.076398 0.166661 -1.112666 -0.22 -0.40 -0.02 0.116
```
Positions in Å, forces in eV/Å.

DFT total energy = -9964.08855 eV
Total charge = 0
HOMO energy = -7.17 eV
Energy above the lowest of the compared OMol25 structures with the same formula, charge and spin = 683.68 kJ/mol
LUMO = -0.6 eV